{
  "formula": "C36H68B2CaCl2F4N3O18RbS2Si2",
  "method": "ωB97M-V with the def2-TZVPD basis set",
  "symbols": ["C", "C", "C", "O", "S", "O", "O", "C", "C", "O", "C", "C", "O", "C", "C", "C", "S", "C", "O", "C", "C", "O", "C", "C", "H", "H", "H", "H", "H", "H", "H", "H", "H", "H", "H", "H", "H", "H", "H", "H", "H", "H", "H", "H", "H", "H", "H", "H", "H", "H", "Rb", "B", "F", "F", "F", "F", "O", "Si", "C", "C", "C", "Si", "C", "C", "C", "H", "H", "H", "H", "H", "H", "H", "H", "H", "H", "H", "H", "H", "H", "H", "H", "H", "H", "C", "C", "C", "O", "C", "N", "H", "H", "H", "H", "H", "H", "H", "H", "H", "H", "H", "H", "C", "O", "N", "C", "C", "H", "H", "H", "H", "H", "H", "H", "Cl", "N", "C", "C", "C", "C", "H", "H", "H", "H", "H", "Ca", "B", "O", "C", "O", "C", "O", "O", "O", "C", "O", "C", "O", "O", "Cl"],
  "positions_angstrom": [[1.652502, -1.235790, 5.869879], [0.711952, -0.944802, 5.196420], [-0.361597, -0.789774, 4.240410], [-0.715028, 0.634806, 4.136816], [-1.723441, 1.226710, 5.150304], [-1.985723, 2.568456, 4.733998], [-1.312957, 1.132848, 6.510498], [-3.188389, 0.266447, 4.945369], [-2.910901, -1.055169, 4.215074], [-2.970292, -0.922510, 2.825074], [-4.259229, -0.759775, 2.308745], [-5.032847, -2.055849, 2.212272], [-6.087244, -1.894972, 1.278827], [-7.348425, -1.727967, 1.852918], [-8.008428, -3.033817, 2.233352], [-1.588012, -1.694359, 4.628979], [-1.644115, -2.062796, 6.435222], [-1.445286, -3.075710, 3.961261], [-2.727967, -3.667661, 3.832964], [-2.774588, -4.752154, 2.906964], [-2.462065, -6.056170, 3.574948], [-3.631650, -6.545753, 4.241545], [-3.768328, -5.981987, 5.490297], [-4.607766, -6.905294, 6.428911], [2.430368, -1.490075, 6.533837], [0.064311, -1.048324, 3.185233], [-3.885536, 0.904039, 4.434038], [-3.569447, 0.014808, 5.916454], [-3.663369, -1.756663, 4.550835], [-4.150083, -0.379610, 1.305274], [-4.854963, -0.026701, 2.848363], [-5.471507, -2.292922, 3.176653], [-4.401066, -2.861891, 1.893789], [-7.309466, -1.093935, 2.736430], [-7.985901, -1.215211, 1.149312], [-9.077317, -2.902878, 2.305649], [-7.661451, -3.412667, 3.183411], [-7.833858, -3.784989, 1.480286], [-2.655123, -2.929999, 6.339152], [-0.948408, -3.016289, 3.017307], [-0.862420, -3.684430, 4.642023], [-2.118661, -4.634860, 2.052768], [-3.784031, -4.783231, 2.526551], [-1.624812, -5.949167, 4.250844], [-2.190932, -6.759514, 2.810845], [-2.795353, -5.854141, 5.957322], [-4.207392, -4.977664, 5.330254], [-3.919767, -7.503725, 6.999328], [-5.185957, -6.256552, 7.104201], [-5.258447, -7.537832, 5.850560], [-5.333208, -4.639836, 7.225345], [-1.097270, -7.954012, 0.315262], [-2.026166, -8.654857, -0.459567], [-1.543105, -6.624001, 0.490832], [-0.988805, -8.556624, 1.587991], [0.145708, -7.947881, -0.316958], [-1.321269, -0.685466, -3.643669], [-1.129342, -0.827743, -1.992997], [0.678609, -0.876808, -1.552805], [-2.000321, -2.368224, -1.417470], [-1.893387, 0.646928, -1.111831], [-0.967349, -1.538668, -4.997649], [-1.543096, -0.606100, -6.513320], [-1.810449, -3.199580, -4.958480], [0.881947, -1.813071, -5.145623], [1.153695, -1.786170, -1.929256], [0.765617, -0.879074, -0.409300], [1.223618, -0.013537, -1.975028], [-3.041093, -2.382866, -1.760073], [-1.986789, -2.411385, -0.330320], [-1.508464, -3.265500, -1.797047], [-2.965178, 0.727748, -1.315325], [-1.423003, 1.595655, -1.402240], [-1.750122, 0.509623, -0.038218], [-2.622593, -0.445191, -6.494546], [-1.300645, -1.180270, -7.408986], [-1.055244, 0.369190, -6.596970], [-1.405452, -3.827351, -4.163692], [-1.667492, -3.723400, -5.906117], [-2.883610, -3.088243, -4.789013], [1.241894, -2.460872, -4.345626], [1.434716, -0.872235, -5.088203], [1.119559, -2.285696, -6.100998], [1.387236, 5.343440, -0.582579], [1.594844, 5.974456, -1.947577], [1.216339, 5.071409, -3.117118], [2.178300, 4.007817, -3.334261], [1.809050, 2.739400, -2.698690], [3.058670, 6.327659, -2.046332], [2.115870, 4.550459, -0.362452], [1.513888, 6.132637, 0.155602], [0.380715, 4.921603, -0.477292], [1.047900, 6.913143, -2.014044], [1.201600, 5.664739, -4.028295], [0.218695, 4.662723, -2.975428], [0.732260, 2.670537, -2.604072], [2.295431, 2.660756, -1.728420], [2.167222, 1.939267, -3.331673], [3.404483, 6.753789, -1.171049], [3.241686, 6.963797, -2.832905], [3.595493, 5.476775, -2.239462], [4.282790, -2.303392, -0.129297], [3.532778, -2.217829, 0.811932], [5.089700, -1.301077, -0.555098], [5.968926, -1.447446, -1.693249], [5.053218, -0.046328, 0.169806], [4.370278, -3.220887, -0.738381], [7.010247, -1.298407, -1.395598], [5.719555, -0.716195, -2.467492], [5.865748, -2.445217, -2.111738], [5.326168, -0.203766, 1.213024], [4.044830, 0.372965, 0.151648], [5.749537, 0.655423, -0.285476], [3.591609, 4.833845, -4.764029], [6.005479, 3.227182, 3.402000], [5.754334, 2.071711, 4.093347], [4.401510, 1.936944, 4.222910], [3.809915, 3.057424, 3.583050], [4.824663, 3.835263, 3.082404], [6.916131, 3.573541, 3.168436], [6.560039, 1.444704, 4.431861], [3.887801, 1.129997, 4.716205], [2.752068, 3.257958, 3.505558], [4.806060, 4.762875, 2.531753], [1.862491, 5.752021, 2.018013], [4.405920, 8.022642, -8.279909], [3.492129, 7.865465, -9.381274], [3.947391, 8.584591, -10.429114], [3.427895, 8.674592, -11.488640], [5.267642, 9.257496, -9.976923], [5.963140, 9.966462, -10.621109], [5.484787, 8.880596, -8.700134], [3.719933, 8.547264, -7.049993], [3.825659, 7.688205, -6.085663], [3.416908, 7.755751, -4.955069], [4.617096, 6.483292, -6.633986], [4.902665, 5.482388, -5.930905], [4.945014, 6.647661, -7.826307], [-0.033187, -1.709137, 1.283674]],
  "atomic_forces_ev_per_a": [[0.143, 0.031, 0.324], [0.123, -0.104, -0.369], [0.315, -0.338, -0.051], [0.000, -0.558, -0.372], [-0.780, 1.890, 1.059], [-0.069, 0.248, -0.958], [0.707, -0.946, 0.524], [0.537, -0.675, -0.370], [-0.438, 0.263, 0.046], [0.588, 0.218, 0.172], [-0.061, -0.127, -0.450], [-0.569, 0.255, 0.067], [0.250, 0.142, -0.298], [-0.428, -0.153, 0.288], [-0.084, -0.076, -0.037], [0.195, -0.267, -0.737], [0.031, 0.623, 0.645], [-0.222, -0.224, 0.458], [-0.299, 0.326, -0.004], [0.357, -0.007, 0.183], [-0.443, 0.125, -0.935], [0.385, -0.786, 0.435], [-0.479, -0.480, -0.193], [0.374, -0.025, -0.439], [0.321, -0.062, 0.181], [-1.068, 0.147, 1.018], [-0.295, 0.120, -0.368], [0.010, 0.259, 0.605], [-0.423, -0.225, 0.026], [0.184, 0.116, -0.393], [-0.065, 0.282, 0.285], [0.040, -0.382, 0.390], [0.374, -0.302, -0.188], [0.172, 0.338, 0.246], [-0.008, 0.206, -0.488], [-0.433, 0.098, 0.133], [0.229, -0.199, 0.328], [0.149, -0.261, -0.325], [-0.125, -0.233, -0.299], [0.194, 0.244, -0.807], [0.480, -0.206, 0.019], [0.366, 0.393, -0.151], [-0.410, -0.125, -0.136], [0.248, -0.072, 0.417], [0.043, -0.613, -0.313], [0.346, 0.373, 0.161], [0.364, -0.226, -0.154], [0.090, -0.460, 0.238], [1.195, -7.180, -1.209], [-0.257, -0.260, -0.250], [-1.834, 8.837, 2.136], [0.061, -0.050, -0.098], [-0.205, -0.119, -0.077], [-0.179, 0.317, 0.173], [-0.041, -0.025, 0.263], [0.219, -0.006, -0.056], [0.008, 0.388, -0.022], [0.091, -0.364, 0.707], [0.365, 0.474, 0.571], [-0.237, 0.089, -0.303], [-0.070, 0.140, -0.383], [0.062, -0.327, -0.115], [-0.003, 0.185, 0.158], [0.001, 0.068, 0.002], [-0.058, 0.109, 0.053], [0.052, -0.002, 0.065], [0.004, 0.042, -1.762], [-0.041, -0.099, -0.020], [0.044, -0.014, -0.035], [0.091, -0.008, 0.042], [-0.005, -0.054, 0.074], [0.030, 0.033, -0.002], [-0.039, -0.015, 0.011], [0.074, -0.090, 0.029], [-0.003, 0.008, -0.011], [-0.002, -0.020, -0.036], [-0.028, -0.017, -0.012], [-0.038, -0.032, 0.011], [-0.008, -0.027, -0.012], [0.008, -0.036, 0.008], [0.027, -0.026, 0.014], [0.018, 0.023, -0.006], [0.012, -0.026, -0.008], [-0.367, -0.336, -0.351], [0.194, -0.467, 0.335], [0.473, 0.039, -0.431], [-1.145, 0.879, 0.638], [0.621, -0.221, -0.160], [0.025, 0.208, -0.390], [-0.005, 0.041, -0.085], [-0.272, 0.417, -1.438], [-0.017, 0.063, -0.019], [-0.101, -0.022, -0.046], [0.007, 0.009, -0.130], [-0.015, -0.054, 0.113], [-0.156, 0.015, -0.038], [-0.063, 0.030, 0.035], [0.037, -0.092, -0.162], [-0.095, -0.019, 0.072], [-0.006, 0.099, -0.110], [0.033, -0.033, 0.171], [-0.260, -0.325, -0.004], [0.150, 0.104, 0.136], [0.230, 0.169, -0.211], [-0.081, 0.197, 0.219], [-0.100, -0.120, -0.017], [0.028, 0.026, -0.016], [0.036, -0.029, -0.077], [0.045, -0.040, -0.072], [-0.025, -0.044, -0.007], [-0.018, 0.077, 0.066], [-0.016, 0.010, 0.055], [0.053, -0.007, -0.032], [1.272, -0.166, -0.756], [-0.021, -0.068, -0.005], [0.109, 0.045, -0.020], [-0.059, -0.016, 0.035], [-0.004, 0.118, -0.103], [-0.019, -0.039, 0.032], [0.047, 0.016, 0.001], [0.015, -0.032, 0.016], [-0.041, -0.022, -0.027], [-0.039, -0.097, 0.036], [0.065, -0.018, 0.037], [0.404, -0.165, 1.924], [-0.170, 1.309, -1.154], [0.191, -0.212, 0.474], [0.070, 0.052, -0.111], [-0.025, -0.007, 0.010], [-0.007, 0.007, -0.127], [0.004, 0.007, 0.018], [-0.195, -0.386, 0.350], [0.290, -0.693, 0.195], [-0.333, 0.340, 0.026], [0.031, 0.049, 0.133], [-1.027, 0.940, 0.069], [-0.277, -1.554, 0.528], [0.377, -0.351, 0.486], [-0.078, -0.106, 0.575]],
  "lowdin_charge": [0.146, -0.126, -0.320, -0.180, 0.561, -0.283, -0.277, -0.147, -0.377, -0.065, -0.154, -0.164, -0.120, -0.291, -0.069, -0.540, 0.901, -0.218, -0.181, -0.145, -0.125, -0.095, -0.394, -0.166, 0.032, 0.006, 0.099, 0.092, 0.122, 0.133, 0.122, 0.114, 0.118, 0.114, 0.116, 0.071, 0.055, 0.083, -0.157, 0.027, 0.110, 0.136, 0.127, 0.134, 0.115, 0.126, 0.024, 0.091, -0.199, 0.097, 1.241, -1.266, 0.087, 0.074, 0.067, 0.094, -0.286, 0.329, -0.232, -0.171, -0.164, 0.327, -0.172, -0.158, -0.164, 0.027, -0.104, -0.003, 0.036, -0.028, 0.036, 0.027, -0.002, 0.013, 0.029, 0.029, 0.022, 0.032, 0.033, 0.038, 0.027, 0.019, 0.031, -0.193, -0.296, -0.168, -0.443, 0.000, 0.206, 0.049, -0.179, 0.099, 0.163, 0.115, 0.143, 0.094, 0.092, 0.099, 0.118, 0.125, 0.123, -0.352, 0.029, -0.205, -0.072, -0.054, 0.137, 0.084, 0.080, 0.082, 0.087, 0.084, 0.076, 1.001, 0.005, -0.128, -0.088, -0.149, -0.204, 0.142, 0.111, 0.094, 0.025, 0.023, 0.791, -0.816, 0.242, -0.352, 0.204, -0.354, 0.203, 0.241, 0.285, -0.398, 0.102, -0.332, -0.162, 0.342, 0.109],
  "largest_force_ha_per_bohr": 0.1804,
  "energy_ev": -173545.6074,
  "gap_ev": 2.4,
  "homo_energy_ev": -6.459
}